Entry 1:
Entry from the Open Molecules 2025 dataset: a molecular structure, C6H10O (the ωB97M-V functional and the def2-TZVPD basis).

Values from the calculation:
Frontier orbital gap: 8.06 eV
HOMO: -7.40 eV

```
! wB97M-V def2-TZVPD RIJCOSX def2/J DEFGRID3
* xyz 0 1
C -0.944 1.398 1.039
C -0.054 0.897 -0.097
C 1.221 0.137 0.363
C 0.891 -1.207 -0.240
O 1.789 -1.741 -1.018
C -0.451 -1.647 -0.299
C -0.762 -0.223 -0.945
H -0.404 2.070 1.718
H -1.348 0.563 1.627
H -1.793 1.952 0.620
H 0.235 1.749 -0.726
H 1.313 0.038 1.450
H 2.152 0.558 -0.022
H 1.310 -2.523 -1.384
H -1.847 -0.177 -0.934
H -0.903 -1.537 0.701
H -0.455 -0.157 -1.995
*
```


Entry 2:
Entry from the Open Molecules 2025 dataset: a molecular structure, C6H10O at a distorted geometry (the ωB97M-V functional and the def2-TZVPD basis).

Values from the calculation:
Frontier orbital gap (alpha / beta): 7.74 / 6.70 eV
HOMO (alpha / beta): -7.36 / -6.59 eV

```
! wB97M-V def2-TZVPD RIJCOSX def2/J DEFGRID3
* xyz 0 1
C 2.129 -0.604 -0.046
C 0.708 -0.280 0.261
C -0.901 -0.253 -1.183
C -1.549 0.554 -0.111
C -1.549 -0.823 0.519
O -0.905 1.361 0.820
C 0.474 1.107 0.739
H 2.758 0.209 -0.437
H 2.035 -1.410 -0.789
H 2.679 -1.019 0.801
H -0.146 0.378 -1.718
H -1.126 -0.947 -1.985
H -2.469 1.032 -0.454
H -2.287 -1.493 0.067
H -1.656 -0.897 1.606
H 0.930 1.903 0.129
H 0.842 1.187 1.772
*
```


Here are the calculated energy above the lowest of the compared OMol25 structures with the same formula, charge and spin numbers, same order: 69.9 200.9 (kcal per mole).
Here are the calculated DFT total energy numbers, same order: -8428.207 -8422.530 (eV).